C6H24FN12O6 | wB97M-V/def2-TZVPD

The calculation puts the orbital gap at 9.7509 eV. As for the total charge: -1. Its HOMO energy is -7.1 eV. Its energy above the lowest of the compared OMol25 structures with the same formula, charge and spin is 24.2 kcal per mole. Its total energy is -39504.725 eV. As for the LUMO energy: 2.62 eV.

```
49
Properties=species:S:1:pos:R:3:nbo_charge:R:1
F 0.17890 -0.23501 0.04738 -0.88
C -3.36035 1.76503 0.59157 0.78
O -4.57173 2.03826 0.66427 -0.66
N -2.36623 2.77518 0.77696 -0.89
N -2.87029 0.46230 0.45432 -0.88
H -1.56319 2.57722 0.16878 0.40
H -2.66151 3.72637 0.83710 0.40
H -3.62287 -0.25801 0.35984 0.42
H -1.96285 0.26501 0.04606 0.42
C -2.61818 -1.35615 -2.17154 0.77
O -3.77040 -1.76424 -1.88256 -0.71
N -1.47968 -1.83440 -1.50179 -0.92
N -2.51035 -0.30437 -2.96869 -0.83
H -0.72858 -1.17709 -1.11047 0.44
H -1.76856 -2.60361 -0.89148 0.39
H -3.35000 0.08162 -3.31698 0.40
H -1.64296 0.22531 -3.07277 0.42
C 0.96776 1.66688 3.01222 0.77
O 1.17183 2.73568 3.65397 -0.70
N -0.26226 1.44210 2.43257 -0.86
N 1.91074 0.62158 3.05556 -0.87
H -0.35597 0.73249 1.69364 0.42
H -0.90194 2.20106 2.37239 0.42
H 1.77715 -0.35003 2.71968 0.41
H 2.83147 0.95465 3.24213 0.40
C 3.37026 -0.70168 -1.16983 0.77
O 4.53896 -0.90358 -1.48061 -0.67
N 2.30266 -1.35750 -1.81717 -0.88
N 3.09722 0.23834 -0.22978 -0.85
H 2.60866 -2.13420 -2.34190 0.40
H 1.43494 -1.39938 -1.30050 0.41
H 2.13387 0.47593 0.05338 0.42
H 3.79148 0.91636 -0.09533 0.40
C 0.63611 -3.29168 2.16045 0.77
O 0.84478 -3.91864 3.18722 -0.67
N 1.41999 -3.51336 1.00683 -0.85
N -0.47076 -2.46733 2.17553 -0.84
H 2.24463 -4.01439 1.18450 0.40
H 1.46590 -2.76307 0.34959 0.39
H -0.84745 -2.16585 1.26989 0.40
H -1.13071 -2.79146 2.87380 0.41
C 0.65750 2.34344 -2.11932 0.78
O 0.68224 3.40823 -2.77655 -0.68
N 0.60580 2.38131 -0.74459 -0.89
N 0.57187 1.08712 -2.79842 -0.89
H 0.61264 1.45616 -0.22876 0.44
H 0.84762 3.23899 -0.28578 0.41
H 1.09368 0.27870 -2.38259 0.41
H 1.01819 1.20969 -3.70223 0.39
```